(1)
DFT (the ωB97M-V functional and the def2-TZVPD basis) results for a structure of composition C32H47N2O2P2Ru at a distorted geometry.

Element x y z (Å)
C -1.544 -1.447 -2.436
C 0.674 -2.041 -2.076
C -1.592 -2.179 -3.622
C 0.618 -2.967 -3.159
C -0.515 -3.006 -3.949
H -2.469 -2.059 -4.264
H 1.515 -3.538 -3.355
H -0.575 -3.666 -4.817
N -0.518 -1.575 -1.568
P -2.652 -0.129 -0.297
P 2.364 -0.456 -0.340
C -2.576 -0.377 -2.138
H -2.287 0.574 -2.618
H -3.538 -0.660 -2.579
C 1.911 -1.512 -1.654
H 2.745 -2.109 -2.025
C 3.824 0.390 -1.440
C 3.286 -1.146 1.281
C -3.362 1.614 -0.055
C -3.880 -1.516 0.148
C 3.664 1.871 -1.097
H 3.808 2.064 -0.025
H 4.422 2.445 -1.652
H 2.675 2.240 -1.385
C 5.257 -0.089 -1.173
H 5.613 0.030 -0.147
H 5.402 -1.133 -1.488
H 5.922 0.521 -1.806
C 3.638 0.148 -2.947
H 4.273 0.856 -3.500
H 3.943 -0.866 -3.237
H 2.609 0.306 -3.277
C 4.026 0.032 1.940
H 3.306 0.796 2.268
H 4.551 -0.344 2.831
H 4.766 0.519 1.300
C 2.293 -1.671 2.317
H 1.569 -0.898 2.609
H 1.771 -2.569 1.968
H 2.861 -1.941 3.223
C 4.182 -2.312 0.873
H 5.024 -2.020 0.241
H 4.599 -2.763 1.787
H 3.597 -3.082 0.349
C -4.265 -1.355 1.624
H -4.920 -2.194 1.896
H -3.386 -1.393 2.279
H -4.821 -0.429 1.813
C -3.216 -2.889 -0.057
H -2.977 -3.078 -1.110
H -2.307 -3.008 0.534
H -3.927 -3.658 0.271
C -5.135 -1.506 -0.734
H -5.798 -2.303 -0.372
H -5.692 -0.568 -0.688
H -4.909 -1.730 -1.782
C -2.525 2.580 -0.909
H -2.722 2.453 -1.982
H -2.787 3.611 -0.632
H -1.450 2.445 -0.740
C -3.212 1.978 1.431
H -2.159 2.040 1.728
H -3.676 2.961 1.590
H -3.714 1.254 2.085
C -4.837 1.750 -0.454
H -5.031 1.427 -1.486
H -5.513 1.226 0.235
H -5.098 2.819 -0.394
Ru -0.338 -0.284 0.217
C -0.688 -1.576 1.509
O -0.883 -2.294 2.414
N 0.197 0.985 -1.348
C 0.740 0.998 -2.416
C 0.803 1.878 -3.562
C 0.642 3.243 -3.284
C 1.003 1.441 -4.889
C 0.651 4.187 -4.312
H 0.509 3.562 -2.249
C 1.050 2.388 -5.916
H 1.125 0.378 -5.096
C 0.867 3.747 -5.628
H 0.503 5.243 -4.078
H 1.235 2.067 -6.948
H 0.920 4.490 -6.429
O 0.425 1.776 2.282
C 0.115 1.000 1.466

As for the HOMO-LUMO gap (spin up / spin down): 5.3 / 5.0 eV. As for the spin multiplicity: 5. For the HOMO energy (spin up / spin down), the calculation gives -14.6 / -17.9 eV. The charge is +3.

=====

(2)
DFT (the ωB97M-V functional and the def2-TZVPD basis) results for a cluster of 2 separate species, C6H11BO4 in total at a distorted geometry.

Element x y z (Å)
B 2.468 0.454 0.022
C -1.063 0.399 -0.181
C 0.800 -1.190 0.068
C 3.713 -0.400 0.412
C -0.496 -0.970 -0.098
C -1.492 -2.106 -0.191
C -2.961 1.716 0.184
O -0.453 1.392 -0.511
O 1.944 1.256 1.020
O 2.258 0.699 -1.324
O -2.353 0.436 0.169
H 4.235 -1.010 -0.304
H 1.281 -2.143 0.149
H 4.002 -0.532 1.440
H -2.333 -1.910 0.468
H -1.026 -3.049 0.083
H -1.860 -2.174 -1.214
H -3.074 2.097 -0.833
H -2.350 2.419 0.755
H -3.933 1.587 0.652
H 1.219 1.800 0.706
H 1.472 1.229 -1.473

As for the HOMO-LUMO gap (spin up / spin down): 7.5 / 9.4 eV. As for the spin multiplicity: 1. For the HOMO energy (spin up / spin down), the calculation gives -8.6 / -9.5 eV. For the relative energy (zero: lowest compared OMol25 entry of this formula, charge and spin), the calculation gives 4.505 eV.

=====

(3)
DFT (the ωB97M-V functional and the def2-TZVPD basis) results for a structure of composition C4H5N6O3 at a distorted geometry.

Element x y z (Å)
C -3.314 -0.071 0.419
C -1.725 1.046 -0.058
C 1.162 0.318 0.122
C 0.138 -0.757 -0.048
N -2.990 1.214 0.111
N -2.317 -0.898 0.448
N -1.232 -0.206 0.053
N 0.021 2.232 -0.568
N 0.991 1.563 -0.269
N 2.461 -0.032 0.324
O 2.810 -1.157 0.470
O 3.311 0.958 0.271
O 0.391 -1.352 -1.335
H -4.355 -0.468 0.764
H 0.288 -1.413 0.702
H -0.022 3.225 -0.602
H 4.014 0.993 0.834
H 0.868 -2.155 -1.283

As for the HOMO-LUMO gap (spin up / spin down): 8.1 / 8.1 eV. As for the spin multiplicity: 1. For the HOMO energy (spin up / spin down), the calculation gives -14.6 / -14.6 eV. The charge is +1.

=====

(4)
DFT (the ωB97M-V functional and the def2-TZVPD basis) results for the molecule C7H12.

Element x y z (Å)
C -2.515 0.331 0.112
C -1.236 -0.477 -0.019
C -0.231 -0.022 -1.117
C 0.869 -0.021 -0.053
C 2.209 -0.671 -0.194
C 2.104 0.802 0.104
C -0.148 -0.241 1.061
H -3.188 0.161 -0.736
H -2.287 1.404 0.149
H -3.057 0.073 1.030
H -1.468 -1.544 -0.111
H -0.082 -0.724 -1.945
H -0.467 0.966 -1.530
H 2.502 -0.947 -1.206
H 2.570 -1.346 0.578
H 2.402 1.526 -0.650
H 2.303 1.107 1.130
H -0.328 0.680 1.632
H 0.050 -1.057 1.765

As for the HOMO-LUMO gap: 10.9 eV. As for the spin multiplicity: 1. As for the SMILES: CC1CC2(CC2)C1. For the HOMO energy, the calculation gives -9.7 eV. For the relative energy (zero: lowest compared OMol25 entry of this formula, charge and spin), the calculation gives 1.278 eV.

=====

(5)
DFT (the ωB97M-V functional and the def2-TZVPD basis) results for a structure of composition C5H6O2 at a distorted geometry.

Element x y z (Å)
O -2.319 -0.334 -0.140
C -1.081 -0.848 0.269
C 0.108 0.098 -0.071
C -0.092 1.514 0.335
O -1.140 1.976 0.748
C 1.456 -0.425 -0.092
C 2.522 -0.818 -0.502
H -2.397 0.541 0.273
H -1.100 -1.083 1.355
H -0.932 -1.797 -0.247
H 0.741 0.131 -1.185
H 0.784 2.164 0.172
H 3.450 -1.121 -0.917

As for the HOMO-LUMO gap: 10.0 eV. As for the spin multiplicity: 1. For the HOMO energy, the calculation gives -9.4 eV. For the relative energy (zero: lowest compared OMol25 entry of this formula, charge and spin), the calculation gives 4.401 eV.

=====

(6)
DFT (the ωB97M-V functional and the def2-TZVPD basis) results for a cluster of 2 separate species, C2H3Cl3NO2 in total at a distorted geometry.

Element x y z (Å)
C -0.811 -0.533 0.181
C 1.655 0.102 0.025
N 0.582 -0.752 -0.224
O 0.916 -1.879 -0.811
O -0.988 0.168 1.340
Cl 1.410 1.614 0.667
Cl -1.992 2.076 -1.019
Cl 3.102 -0.362 -0.639
H -1.423 -1.548 0.210
H -1.152 0.118 -0.682
H -1.299 0.996 0.953

As for the HOMO-LUMO gap: 7.8 eV. As for the spin multiplicity: 1. For the HOMO energy, the calculation gives -4.7 eV. The charge is -1. For the relative energy (zero: lowest compared OMol25 entry of this formula, charge and spin), the calculation gives 0.000 eV.

=====

(7)
DFT (the ωB97M-V functional and the def2-TZVPD basis) results for a structure of composition C15H36F3GaNO8P2 at a distorted geometry.

Element x y z (Å)
N -5.102 0.575 0.415
C -4.292 0.191 -0.485
C -3.047 0.948 -0.885
Ga -2.034 0.158 -2.467
C -2.474 1.250 -4.183
F -2.208 2.588 -4.059
F -3.774 1.177 -4.612
F -1.726 0.859 -5.265
H -4.757 1.461 0.792
H -4.507 -0.756 -0.985
H -2.383 0.918 -0.013
H -3.295 1.996 -1.082
H -2.319 -1.406 -2.687
H -0.453 0.375 -2.242
O 1.087 5.610 3.577
P -0.244 5.156 3.158
O -0.485 3.626 3.569
C -0.243 3.199 4.907
C -1.318 3.676 5.866
O -0.229 4.991 1.568
C 0.922 5.304 0.784
C 1.818 4.096 0.603
O -1.735 5.732 3.181
C -2.167 6.787 4.059
C -1.146 7.894 4.229
H 0.745 3.534 5.235
H -0.228 2.110 4.878
H -1.249 4.757 6.020
H -1.206 3.197 6.839
H -2.310 3.454 5.472
H 1.468 6.141 1.221
H 0.549 5.636 -0.185
H 2.015 3.592 1.549
H 2.773 4.390 0.163
H 1.344 3.367 -0.055
H -2.444 6.364 5.028
H -3.078 7.188 3.617
H -0.233 7.526 4.701
H -1.552 8.687 4.858
H -0.871 8.317 3.262
O 1.639 -6.959 -2.538
P 1.747 -5.541 -2.171
O 3.054 -5.293 -1.263
C 4.322 -5.768 -1.702
C 4.890 -4.936 -2.837
O 0.631 -5.239 -1.063
C -0.295 -6.232 -0.636
C 0.232 -7.009 0.554
O 1.573 -4.133 -2.888
C 1.648 -4.024 -4.331
C 0.985 -5.178 -5.056
H 4.249 -6.819 -1.995
H 4.982 -5.713 -0.836
H 4.324 -5.098 -3.758
H 5.927 -5.211 -3.035
H 4.845 -3.874 -2.595
H -0.552 -6.899 -1.459
H -1.206 -5.700 -0.359
H 1.254 -7.348 0.381
H -0.396 -7.878 0.756
H 0.247 -6.378 1.444
H 2.694 -3.925 -4.630
H 1.146 -3.097 -4.601
H 1.478 -6.127 -4.838
H 1.029 -5.018 -6.134
H -0.060 -5.270 -4.756

As for the HOMO-LUMO gap: 7.5 eV. As for the spin multiplicity: 1. For the HOMO energy, the calculation gives -5.2 eV. The charge is -1. For the relative energy (zero: lowest compared OMol25 entry of this formula, charge and spin), the calculation gives 0.000 eV.

=====

(8)
DFT (the ωB97M-V functional and the def2-TZVPD basis) results for the ion CClF2O2S with charge -1 at a distorted geometry.

Element x y z (Å)
C 0.036 -0.699 0.059
O 0.881 1.297 -1.157
O 0.939 -0.133 0.806
F -0.592 -1.772 0.547
F 0.811 -1.230 -0.966
S 0.168 1.075 0.054
Cl -2.245 1.461 0.657

As for the HOMO-LUMO gap: 8.2 eV. As for the spin multiplicity: 1. For the HOMO energy, the calculation gives -4.4 eV. The charge is -1. For the relative energy (zero: lowest compared OMol25 entry of this formula, charge and spin), the calculation gives 1.781 eV.

=====

(9)
DFT (the ωB97M-V functional and the def2-TZVPD basis) results for a structure of composition C4H13N3 at a distorted geometry.

Element x y z (Å)
C -0.028 0.273 2.747
C 0.483 -0.401 -2.182
C -1.603 0.562 -1.408
C -0.457 -0.308 1.390
N 1.663 0.201 0.422
N -0.544 -0.354 -1.081
N 0.302 0.350 0.348
H 0.705 -0.333 3.196
H 0.406 1.265 2.561
H -0.784 0.466 3.485
H 1.568 -0.632 -1.840
H 0.299 -1.126 -2.936
H 0.659 0.595 -2.591
H -1.392 1.405 -2.074
H -2.387 -0.117 -1.825
H -1.810 0.920 -0.346
H -0.271 -1.406 1.460
H -1.520 -0.094 1.217
H 2.162 0.669 -0.400
H 2.002 -0.804 0.475

As for the HOMO-LUMO gap: 9.0 eV. As for the spin multiplicity: 1. For the HOMO energy, the calculation gives -7.9 eV. For the relative energy (zero: lowest compared OMol25 entry of this formula, charge and spin), the calculation gives 4.125 eV.

=====

(10)
DFT (the ωB97M-V functional and the def2-TZVPD basis) results for the molecule C3H2N2 at a distorted geometry.

Element x y z (Å)
C -0.294 -0.864 0.236
C 0.465 0.308 0.579
C 0.076 2.234 -0.930
N 0.455 1.208 -0.458
N 0.663 -0.595 1.226
H -1.266 -1.305 0.213
H -0.098 -0.985 -0.866

As for the HOMO-LUMO gap: 8.7 eV. As for the spin multiplicity: 1. For the HOMO energy, the calculation gives -9.1 eV. For the relative energy (zero: lowest compared OMol25 entry of this formula, charge and spin), the calculation gives 6.367 eV.

=====

(11)
DFT (the ωB97M-V functional and the def2-TZVPD basis) results for a structure of composition C3H4O at a distorted geometry.

Element x y z (Å)
C -0.560 -0.682 0.301
C 0.834 0.390 -0.625
C -0.103 0.734 0.288
O 0.516 -0.857 -0.717
H -0.324 -1.287 1.181
H -1.555 -0.909 -0.090
H 1.616 0.971 -1.117
H -0.423 1.639 0.780

As for the HOMO-LUMO gap: 9.6 eV. As for the spin multiplicity: 1. For the HOMO energy, the calculation gives -8.5 eV. For the relative energy (zero: lowest compared OMol25 entry of this formula, charge and spin), the calculation gives 1.456 eV.

=====

(12)
DFT (the ωB97M-V functional and the def2-TZVPD basis) results for a cluster of 3 separate species, C37H35F5NO4P in total.

Element x y z (Å)
C -1.503 -0.228 5.867
P -0.766 0.213 4.229
C -2.488 0.603 3.464
C -2.580 0.325 1.960
C -3.982 -0.127 1.488
N -4.388 0.293 0.153
C 1.019 -0.148 4.801
C 2.051 0.223 3.724
C 2.396 -0.931 2.753
C 1.905 -0.756 1.314
F 0.931 0.199 1.194
F 2.935 -0.352 0.499
C 1.325 -2.053 0.680
F 1.938 -3.147 1.154
F 0.021 -2.171 0.939
F 1.493 -2.059 -0.648
H -0.749 -0.349 6.645
H -2.046 -1.170 5.734
H -2.218 0.546 6.160
H -0.330 1.536 3.889
H -0.610 -0.794 3.229
H -2.722 1.656 3.662
H -3.246 0.002 3.992
H -1.839 -0.432 1.677
H -2.348 1.243 1.402
H -4.735 0.240 2.198
H -4.039 -1.221 1.514
H -3.789 -0.093 -0.564
H -4.398 1.300 0.059
H 1.093 -1.215 5.049
H 1.211 0.430 5.716
H 2.977 0.549 4.208
H 1.684 1.092 3.166
H 3.482 -1.049 2.681
H 2.017 -1.875 3.151
C 5.708 -2.236 -3.677
C 4.778 -1.938 -2.687
C 4.931 -2.455 -1.412
C 6.013 -3.275 -1.122
C 6.942 -3.584 -2.117
C 6.787 -3.058 -3.394
C 8.099 -4.480 -1.837
O 8.915 -4.740 -2.696
C 8.219 -5.049 -0.464
C 9.268 -5.917 -0.185
C 9.405 -6.450 1.085
C 8.497 -6.116 2.085
C 7.450 -5.252 1.813
C 7.305 -4.718 0.538
C 6.162 -3.801 0.265
O 5.383 -3.491 1.142
H 5.589 -1.828 -4.672
H 3.931 -1.302 -2.910
H 4.213 -2.224 -0.639
H 7.516 -3.301 -4.155
H 9.968 -6.164 -0.971
H 10.220 -7.128 1.299
H 8.608 -6.532 3.077
H 6.736 -4.985 2.579
C -3.194 4.333 -5.380
C -3.939 5.258 -6.104
C -5.182 5.662 -5.647
C -5.689 5.138 -4.464
C -4.944 4.204 -3.741
C -3.695 3.807 -4.201
C -5.470 3.615 -2.477
O -4.816 2.821 -1.835
C -6.828 4.030 -2.028
C -7.364 3.452 -0.884
C -8.621 3.829 -0.444
C -9.347 4.788 -1.143
C -8.820 5.363 -2.287
C -7.562 4.983 -2.737
C -7.023 5.599 -3.984
O -7.651 6.441 -4.589
H -2.222 4.022 -5.738
H -3.547 5.664 -7.027
H -5.769 6.384 -6.196
H -3.128 3.086 -3.628
H -6.791 2.704 -0.353
H -9.039 3.375 0.444
H -10.329 5.083 -0.796
H -9.376 6.105 -2.844

As for the HOMO-LUMO gap: 6.9 eV. As for the spin multiplicity: 1. As for the SMILES: C[PH2](CCCN)CCCC(F)(F)C(F)(F)F.O=C1c2ccccc2C(=O)c2ccccc21.O=C1c2ccccc2C(=O)c2ccccc21. For the HOMO energy, the calculation gives -7.9 eV.

=====

Ordered electronic energy results: -2283.99150, -560.98342, -709.09727, -273.86159, -344.44019, -1663.80242, -4157.08988, -1246.69719, -324.32333, -224.76322, -191.85648, -2627.31725; unit Eh.
Ordered molar mass results: 654.76, 157.96, 185.12, 96.17, 98.10, 179.41, 547.12, 149.53, 103.17, 66.06, 56.06, 683.65; unit g mol⁻¹.